37
Properties=species:S:1:pos:R:3 method="wB97M-V/def2-TZVPD" lumo_energy_ev=-3.219 homo_energy_ev=-13.86 gap_ha=0.3910 de_lowest_kcal_mol=96.3 charge=+1
O -0.569 -4.058 0.270
O -0.443 0.293 -2.594
O -0.664 -1.091 0.298
O 2.112 2.158 -0.177
O -2.912 1.594 -1.895
O 2.077 0.568 -2.110
O -1.668 -2.125 -1.969
O 1.884 1.105 4.407
O 1.021 -2.267 2.229
O 0.285 2.119 1.680
O 1.174 -2.010 -1.305
O -1.946 3.656 0.882
H 2.981 2.085 0.457
H 0.472 -2.461 -0.952
H 0.096 -3.533 0.634
H -1.097 -0.173 0.307
H -1.553 4.466 0.472
H -1.075 0.646 -2.017
H -0.411 1.647 1.415
H 1.846 -2.341 -0.656
H 1.181 0.647 -2.534
H -0.420 -0.671 -2.569
H 0.478 -2.246 3.022
H -2.049 3.899 1.854
H 0.559 -1.372 1.903
H -2.633 -2.311 -1.524
H -0.142 3.100 1.839
H 1.428 0.387 4.142
H -3.208 2.463 -1.515
H -1.333 -3.050 -1.960
H 2.120 1.726 3.671
H -0.453 -4.888 0.646
H 1.813 1.209 -1.308
H 2.032 -0.242 -1.443
H 1.396 2.257 0.281
H -3.562 0.907 -1.908
H -1.277 -1.699 0.017